DFT (ωB97M-V/def2-TZVPD) results for a 2-piece molecular cluster, CH5OS overall.

As for the LUMO energy (alpha / beta): 0.7 / -2.5 eV. As for the spin multiplicity: 2. The total energy comes out at -514.44409 Eh. As for the expectation value of S²: 0.75. The net charge is 0. The HOMO-LUMO gap (alpha / beta) comes out at 10.695 / 7.063 eV.

CARTESIAN COORDINATES (ANGSTROEM)
O (2.154, 0.876, 0.434)
H (1.207, 0.742, 0.086)
C (-1.371, -0.901, 0.615)
S (-0.484, 0.043, -0.693)
H (-0.921, -1.043, 1.588)
H (-2.199, -0.120, 0.913)
H (-1.634, -1.945, 0.448)
H (2.290, 0.076, 0.886)